1.
The following is a DFT calculation (ωB97M-V with the def2-TZVPD basis set) of 2 unconnected molecules or ions with the total composition C5H13NO2 at a distorted geometry.

- Charge: -1
- ΔE to the lowest compared entry with this formula, charge and spin: 3.388 eV
- Kohn-Sham gap (spin up / spin down): 1.95 / 8.40 eV
- Multiplicity: 2

The geometry in XYZ format:
```
21
Properties=species:S:1:pos:R:3:forces:R:3
C -1.6044 0.7236 -1.3952 -0.89 -0.62 1.99
O -2.6655 1.5206 -0.8029 2.06 0.09 1.31
C -0.9858 -0.1892 -0.2881 -4.38 3.47 2.45
C -0.1124 0.5567 0.6512 1.09 5.14 -1.22
C 1.2237 1.0527 -0.1624 -3.05 -0.90 1.88
C 1.3438 2.3547 -0.4798 -0.13 0.43 -0.05
N 1.9780 -0.0733 -0.4492 1.19 0.62 -1.14
H -2.0705 0.2502 -2.2138 -0.32 -1.54 -0.82
H -0.8499 1.2975 -1.8346 1.21 1.47 -0.37
H -3.3783 1.5835 -1.3957 -1.21 0.05 -1.19
H -0.5635 -1.0123 -0.6098 1.96 -4.24 -1.98
H -1.8360 -0.4343 0.4087 0.36 -0.46 -1.10
H 0.2076 0.2481 1.6041 0.32 -1.85 0.89
H -0.7717 1.4646 1.0301 1.53 -1.11 -1.17
H 0.6295 3.1777 -0.2015 0.52 -1.50 -0.02
H 2.1482 2.7278 -1.0809 0.61 -0.03 -0.29
H 1.7417 -1.0269 -0.1889 -0.43 0.64 0.32
H 2.6813 -0.0602 -1.1932 -0.46 0.29 0.58
H 0.3629 -4.2752 3.0711 -1.33 1.10 1.39
H 1.5888 -5.1871 3.0643 -1.01 0.78 -0.90
O 0.9326 -4.6989 2.4666 2.35 -1.84 -0.57
```
Positions in Å, forces in eV/Å.

Here are the natural (NBO) charges for atoms 1 to 5, given in e: number 1, C, carries -0.08; number 2, O, carries -0.75; number 3, C, carries -0.50; number 4, C, carries -0.50; number 5, C, carries 0.20

2.
The following is a DFT calculation (ωB97M-V with the def2-TZVPD basis set) of 12 unconnected molecules or ions with the total composition ClH22O15 at a distorted geometry.

- Charge: -1
- ΔE to the lowest compared entry with this formula, charge and spin: 1.588 eV
- Kohn-Sham gap: 8.64 eV
- Multiplicity: 1

The geometry in XYZ format:
```
38
Properties=species:S:1:pos:R:3:forces:R:3
Cl 0.9643 0.8467 -0.4272 1.23 1.22 1.26
O 0.9743 1.6657 0.8268 0.20 -1.12 -2.38
O 2.3263 0.2867 -0.6392 -2.60 0.77 -0.16
O -0.0347 -0.2413 -0.1832 1.47 1.33 -1.82
O 0.5913 1.7497 -1.5692 0.46 -2.07 1.91
O 0.3103 -1.0073 -3.3392 -1.25 0.13 -2.11
H 0.3143 -1.0143 -2.4142 0.07 0.01 2.31
H 1.1833 -1.2233 -3.6102 1.15 -0.18 -0.23
O -1.9767 -2.4683 1.2578 -0.84 -1.07 -1.87
H -1.7277 -2.5243 0.2968 0.62 0.00 1.60
H -2.8927 -2.7243 1.1048 -0.42 0.09 0.89
O -1.0627 -0.3033 2.3448 -0.72 -0.15 1.53
H -0.6757 -0.1923 1.5018 0.93 0.75 -1.22
H -1.4637 -1.1603 2.1588 -0.19 0.00 0.58
O -1.1767 -2.6993 -1.2692 -0.06 -0.01 -0.21
H -1.5197 -3.3413 -1.8692 -0.04 -1.06 -0.74
H -1.8077 -2.0013 -1.3592 -0.42 1.48 -0.30
O -0.6787 3.9817 0.5178 -0.93 1.51 -0.41
H -0.1597 3.4507 -0.0702 0.52 -0.62 0.20
H -0.5127 3.7627 1.4338 0.30 -0.65 0.22
O 0.9043 -3.0273 0.3168 -0.25 -1.95 -0.74
H 0.9143 -4.0083 0.1108 0.19 1.74 0.55
H 0.1673 -2.7213 -0.2492 0.81 0.05 0.49
O 2.2333 -0.0143 2.5988 0.05 -0.09 1.54
H 2.9773 -0.5773 2.3768 -0.16 -0.10 -0.50
H 2.0013 0.5547 1.8728 0.19 0.17 -0.46
O 3.3753 -1.9343 0.8858 2.42 0.34 0.45
H 2.4953 -2.1303 0.6078 -1.35 -0.02 -0.53
H 3.7043 -1.1453 0.4228 -0.69 -0.56 0.05
O -1.3347 3.1717 -3.3492 -0.38 -0.19 -0.26
H -0.5847 3.3457 -2.7742 0.17 -0.21 0.02
H -1.3617 2.2107 -3.4842 0.32 0.38 0.10
O -0.4607 2.4897 3.0398 0.18 0.39 -0.22
H 0.0143 1.8007 2.5558 -0.32 -0.09 -0.03
H -0.2697 2.2847 3.9498 0.00 -0.09 0.46
O -2.2657 1.5017 -1.0352 -3.15 -0.23 0.23
H -2.0517 2.2017 -1.6112 -0.25 1.84 -1.10
H -1.4327 1.1537 -0.9292 2.71 -1.73 0.90
```
Positions in Å, forces in eV/Å.

Here are the natural (NBO) charges for atoms 1 to 5, given in e: number 1, Cl, carries 2.43; number 2, O, carries -0.85; number 3, O, carries -0.82; number 4, O, carries -0.87; number 5, O, carries -0.84

3.
The following is a DFT calculation (ωB97M-V with the def2-TZVPD basis set) of 2 unconnected molecules or ions with the total composition C5H8O2 at a distorted geometry.

- ΔE to the lowest compared entry with this formula, charge and spin: 5.076 eV
- Kohn-Sham gap (spin up / spin down): 7.83 / 7.20 eV
- Multiplicity: 1

The geometry in XYZ format:
```
15
Properties=species:S:1:pos:R:3:forces:R:3
C 2.0010 1.8468 -0.0110 -0.89 0.53 3.98
C 1.5111 0.6800 -0.4425 -0.03 -2.19 -0.28
C -1.7443 0.3896 -0.0167 0.17 1.41 -0.53
C 1.1077 -0.3704 0.4142 -1.14 1.22 1.26
C -2.1397 -1.0429 0.1040 -1.48 -1.47 1.10
O -2.3441 1.4313 0.0266 0.72 -2.35 0.05
O 0.7517 -1.6186 0.0285 0.43 -0.77 -2.81
H 2.4274 2.5383 -0.6244 0.92 1.73 -1.81
H 1.9299 2.2145 1.1043 0.15 -1.17 -2.23
H 1.5226 0.4048 -1.5194 0.19 0.38 0.62
H 0.8202 -0.1718 1.5017 0.76 -0.40 -1.63
H -1.3946 -1.7734 0.4819 0.04 1.41 1.07
H -2.2035 -1.7069 -0.7770 -0.85 1.38 -0.69
H -3.1004 -1.0556 0.7219 1.09 -0.40 -0.91
H 0.8550 -1.7654 -0.9922 -0.09 0.69 2.80
```
Positions in Å, forces in eV/Å.

Here are the natural (NBO) charges for atoms 1 to 5, given in e: number 1, C, carries -0.38; number 2, C, carries -0.32; number 3, C, carries 0.54; number 4, C, carries 0.14; number 5, C, carries -0.82

4.
The following is a DFT calculation (ωB97M-V with the def2-TZVPD basis set) of 2 unconnected molecules or ions with the total composition C2H2F2O at a distorted geometry.

- ΔE to the lowest compared entry with this formula, charge and spin: 5.314 eV
- Kohn-Sham gap (spin up / spin down): 7.11 / 6.48 eV
- Multiplicity: 1

The geometry in XYZ format:
```
7
Properties=species:S:1:pos:R:3:forces:R:3
C -0.7218 0.1479 0.0099 -0.23 1.24 -0.95
C 0.4096 -0.7246 -0.0208 0.30 0.00 2.19
O -0.1016 -0.6221 1.1793 2.30 -0.18 -2.15
F 1.1936 -1.6395 -0.4984 -1.32 1.90 0.77
F 1.5350 1.9161 -0.4301 -0.85 -1.49 0.28
H -0.6726 1.2735 -0.0894 0.80 -1.35 0.44
H -1.6422 -0.3514 -0.1505 -1.00 -0.12 -0.58
```
Positions in Å, forces in eV/Å.

Here are the natural (NBO) charges for atoms 1 to 5, given in e: number 1, C, carries -0.11; number 2, C, carries 0.95; number 3, O, carries -0.34; number 4, F, carries -0.19; number 5, F, carries -0.83